Density functional theory data (wB97M-V/def2-TZVPD) for 5 unconnected molecules or ions with the total composition C19H40FN5O9S2 in a non-equilibrium geometry.

```
76
Properties=species:S:1:pos:R:3:forces:R:3
H -1.53367 3.22111 2.34799 0.0791 0.0371 0.0374
N -1.96595 2.88814 1.48900 -0.4918 0.5570 -0.7159
C -2.50575 3.87148 0.87558 0.6928 -1.0349 0.1437
C -3.19223 3.72708 -0.46008 -0.5008 0.0678 0.3584
C -3.57505 2.35467 -1.05045 -0.2099 0.3067 -0.3094
C -2.46785 1.60147 -1.81581 0.3924 0.1129 -0.1322
C -2.01200 0.23321 -1.32321 -0.3535 -0.2675 -0.2915
F -2.51530 -0.74804 -2.19351 -0.0300 0.4715 0.2506
S -0.21294 -0.02518 -1.57047 0.1455 -0.3728 -0.7380
C 0.58643 0.91382 -0.32983 0.5447 0.0472 0.0726
O 0.11434 0.51762 -2.88358 -0.2390 -0.5343 1.0743
O 0.02920 -1.42765 -1.25952 -0.1015 0.9129 -0.3609
C -2.39483 -0.16572 0.08271 0.1797 -0.7110 0.2519
S -4.08420 0.14895 0.48139 -0.9197 -0.6604 -0.1817
O -4.25306 0.17966 1.92394 0.0446 -0.1270 -2.0376
O -4.85328 -0.73947 -0.38280 0.6707 0.9742 1.4519
O -4.32002 1.61339 -0.06147 0.0335 0.2793 0.5601
H -2.43173 4.89448 1.26164 -0.1209 -0.1479 -0.0779
H -4.14702 4.26895 -0.37363 0.2525 0.0419 0.0042
H -2.60217 4.29217 -1.19247 -0.1017 -0.1222 -0.0677
H -4.33920 2.62117 -1.79292 0.1822 -0.2727 0.0889
H -1.60948 2.28145 -1.89968 -0.0947 -0.2565 0.1055
H -2.78129 1.41332 -2.85071 -0.0028 0.1347 0.2843
H 0.37574 1.98283 -0.35690 -0.1491 -0.1561 -0.0857
H 0.38598 0.48695 0.65209 0.0745 0.1131 -0.1472
H 1.63837 0.74567 -0.59496 -0.1655 0.1508 0.2394
H -1.76339 0.26564 0.85416 -0.0882 0.2331 -0.0336
H -2.35360 -1.26372 0.11724 0.2224 0.2605 0.1509
C 4.51305 -1.58935 2.50973 -0.0753 -0.0312 0.0489
N 3.55120 -0.53083 2.74875 0.0543 -0.0247 0.0408
C 2.88612 -0.45046 4.03974 0.0199 0.0150 -0.0343
C 3.24375 0.38143 1.81447 -0.0656 -0.0263 0.0979
O 2.43202 1.27874 1.97064 0.0534 0.0420 -0.0166
H 4.04502 -2.56919 2.61333 -0.0278 -0.0224 -0.0328
H 5.34474 -1.52392 3.21313 0.0237 0.0253 -0.0031
H 4.90474 -1.49788 1.49893 0.0158 -0.0001 -0.0234
H 1.80611 -0.53601 3.92359 -0.0077 -0.0146 -0.0088
H 3.09705 0.50402 4.52285 0.0049 0.0024 -0.0131
H 3.24528 -1.26017 4.66895 -0.0048 -0.0245 0.0054
H 3.79341 0.23667 0.86955 0.0337 0.0033 -0.0163
C 1.39761 7.87301 4.48499 0.0382 -0.0147 -0.0246
N 1.04552 6.96980 3.41060 0.0663 -0.0629 -0.0671
C 2.07899 6.50788 2.49507 -0.0442 0.0936 -0.0241
C -0.21300 6.54202 3.22226 -0.0821 0.0182 -0.0465
O -0.55723 5.78148 2.33268 0.0251 0.0181 0.0717
H 1.81665 8.80137 4.09253 -0.0127 0.0126 -0.0016
H 2.13190 7.41746 5.15199 -0.0119 -0.0063 0.0099
H 0.50687 8.11182 5.06260 -0.0036 0.0072 0.0094
H 1.84519 6.80260 1.47144 -0.0038 0.0444 0.0177
H 2.15946 5.42334 2.50854 0.0050 -0.0834 0.0751
H 3.02706 6.95130 2.79049 0.0082 -0.0307 -0.0135
H -0.92725 6.95709 3.95140 -0.0004 -0.0256 0.0291
C -1.61729 -3.39171 -3.52553 0.0132 -0.1499 -0.0088
N -1.79265 -4.31224 -4.63118 0.1350 0.1531 0.0052
C -0.61350 -4.94148 -5.19469 -0.1122 -0.1107 0.0485
C -2.99767 -4.62069 -5.14693 0.0071 0.0233 0.0189
O -3.16612 -5.39582 -6.06775 -0.0318 -0.0550 -0.0573
H -0.97363 -2.55565 -3.80307 -0.0194 0.0127 -0.0036
H -1.16005 -3.90952 -2.67846 -0.0100 0.0984 0.0740
H -2.57987 -2.99683 -3.21158 -0.0310 -0.0174 -0.0104
H -0.51864 -4.73103 -6.25997 -0.0159 0.0494 0.0040
H -0.67260 -6.02503 -5.07844 0.0581 -0.0211 -0.0147
H 0.25852 -4.56360 -4.66571 0.0550 -0.0146 -0.0451
H -3.82863 -4.09698 -4.64682 -0.0133 0.0158 0.0091
C 1.50545 -6.42338 -1.61948 0.0015 0.2348 0.0563
N 1.78530 -5.50133 -0.53766 0.0398 -0.0059 -0.0137
C 1.92479 -4.08376 -0.83415 -0.0611 -0.0348 0.0641
C 1.92099 -5.90296 0.74083 -0.0146 -0.0641 -0.1557
O 2.16043 -5.15719 1.66940 0.0700 0.1096 0.1585
H 2.30403 -6.39272 -2.36369 -0.0096 -0.0532 -0.0219
H 0.56592 -6.15290 -2.10643 -0.0121 -0.0973 -0.0441
H 1.42562 -7.43648 -1.23155 -0.0144 -0.0106 0.0182
H 2.91281 -3.72570 -0.54325 0.0422 -0.0127 -0.0105
H 1.18421 -3.49595 -0.29244 0.0027 -0.0218 -0.0538
H 1.78646 -3.93152 -1.90180 -0.0218 0.0317 -0.0032
H 1.79582 -6.99119 0.86834 -0.0115 -0.0121 0.0111
```
Forces are in eV/Å.

Its HOMO-LUMO gap is 9.311 eV. Its multiplicity is 1. The strongest force on any atom is 0.0397 Eh/bohr.